{
  "formula": "C43H43CeIN7O8S",
  "method": "wB97M-V/def2-TZVPD",
  "spin_multiplicity": 1,
  "charge": 1,
  "lumo_ev": -3.74,
  "homo_lumo_gap_ev": 7.3,
  "elements": ["Ce", "O", "C", "C", "C", "C", "C", "C", "C", "C", "C", "O", "C", "C", "C", "C", "C", "C", "C", "C", "C", "C", "C", "C", "N", "C", "C", "C", "C", "C", "C", "C", "C", "C", "C", "C", "C", "H", "H", "H", "H", "H", "H", "H", "H", "H", "H", "H", "H", "H", "H", "H", "H", "H", "H", "H", "H", "H", "H", "H", "H", "H", "H", "H", "N", "N", "C", "N", "N", "N", "O", "O", "H", "H", "H", "H", "H", "C", "C", "C", "C", "C", "C", "C", "S", "O", "O", "O", "H", "H", "H", "H", "H", "H", "H", "N", "C", "O", "C", "I", "H", "H", "H", "H"],
  "xyz": [[13.941, 8.130, 12.977], [14.032, 8.146, 15.006], [14.436, 8.862, 16.159], [14.212, 10.367, 16.007], [14.710, 11.105, 14.827], [15.251, 12.353, 15.128], [15.583, 13.261, 14.098], [15.144, 12.865, 12.823], [14.500, 11.640, 12.593], [13.636, 11.317, 11.339], [12.285, 10.753, 11.717], [12.544, 9.375, 12.084], [11.683, 11.498, 12.923], [11.750, 12.888, 12.960], [11.442, 13.612, 14.149], [11.126, 12.970, 15.329], [10.924, 11.589, 15.214], [11.230, 10.857, 14.049], [11.245, 10.769, 10.551], [10.364, 11.793, 10.284], [9.303, 11.618, 9.344], [9.183, 10.422, 8.668], [10.120, 9.360, 8.925], [11.128, 9.588, 9.806], [14.308, 10.786, 13.595], [13.440, 8.389, 17.292], [12.062, 8.496, 17.043], [11.096, 8.123, 17.946], [11.516, 7.508, 19.137], [12.843, 7.443, 19.460], [13.816, 7.838, 18.551], [15.894, 8.502, 16.433], [16.263, 7.171, 16.296], [17.568, 6.785, 16.561], [18.505, 7.673, 17.098], [18.089, 8.995, 17.341], [16.838, 9.443, 16.904], [14.413, 10.889, 16.931], [13.119, 10.469, 15.869], [15.358, 12.618, 16.155], [16.085, 14.147, 14.426], [15.385, 13.528, 11.983], [14.241, 10.741, 10.671], [13.441, 12.293, 10.887], [12.163, 13.558, 12.210], [11.443, 14.698, 14.164], [10.811, 13.441, 16.238], [10.537, 11.087, 16.031], [11.031, 9.834, 14.108], [10.301, 12.708, 10.910], [8.590, 12.412, 9.235], [8.385, 10.327, 7.944], [10.107, 8.419, 8.370], [11.797, 8.767, 10.043], [11.674, 8.918, 16.091], [10.039, 8.302, 17.719], [10.820, 7.124, 19.928], [13.135, 7.072, 20.455], [14.883, 7.677, 18.776], [15.588, 6.418, 15.953], [17.911, 5.735, 16.429], [19.507, 7.328, 17.368], [18.794, 9.682, 17.757], [16.519, 10.483, 17.021], [10.247, 7.817, 12.762], [9.934, 6.560, 12.259], [10.831, 5.538, 12.401], [10.449, 4.292, 12.182], [12.002, 5.969, 12.783], [12.985, 5.028, 13.073], [13.992, 5.525, 13.584], [12.964, 3.837, 12.726], [10.946, 8.260, 12.198], [10.643, 7.747, 13.688], [8.928, 6.486, 12.019], [9.480, 4.068, 11.977], [11.101, 3.586, 12.277], [21.383, 11.485, 14.376], [20.206, 10.781, 13.759], [20.358, 9.442, 13.341], [19.279, 8.761, 12.822], [18.044, 9.399, 12.659], [17.935, 10.751, 13.048], [19.010, 11.446, 13.559], [16.813, 8.351, 12.123], [15.660, 9.194, 11.701], [17.443, 7.536, 11.110], [16.354, 7.564, 13.243], [22.282, 10.942, 14.480], [21.121, 11.894, 15.366], [21.627, 12.445, 13.832], [21.339, 8.994, 13.512], [19.418, 7.762, 12.442], [17.021, 11.275, 12.822], [18.952, 12.472, 13.854], [15.447, 6.586, 9.147], [14.169, 6.742, 9.486], [13.763, 7.204, 10.604], [13.094, 6.334, 8.501], [13.150, 7.624, 6.835], [16.188, 7.055, 9.761], [15.713, 6.257, 8.210], [12.191, 6.455, 9.088], [13.209, 5.316, 8.178]],
  "atomic_forces_ev_per_a": [[-0.22, 0.33, -0.13], [-0.39, 0.68, -0.83], [-0.13, -0.46, 1.28], [-1.72, -1.08, -0.50], [0.06, 1.51, 0.43], [0.49, 0.51, -1.59], [-1.36, -2.61, 0.76], [0.99, 0.93, -0.60], [-1.18, 0.45, 0.21], [1.08, 2.40, 0.88], [-0.83, -1.02, 0.22], [-0.24, 0.44, 0.17], [1.03, 0.57, -0.81], [0.01, 1.51, 1.74], [0.26, -0.08, -0.47], [-0.94, -1.58, -1.21], [0.97, 0.70, -1.58], [-0.71, 1.82, 1.45], [0.53, -0.53, 0.19], [-1.40, 0.72, 0.32], [1.46, -0.54, 0.84], [0.75, -0.78, 0.09], [-1.30, 1.34, -1.27], [0.59, -0.53, 0.86], [0.88, -1.14, 0.51], [0.33, -0.61, 0.81], [-0.03, 0.77, -1.17], [-0.08, -0.75, 0.76], [-1.61, 0.21, 1.02], [0.87, -0.35, 0.37], [0.68, 0.59, -1.47], [0.04, 0.33, 0.47], [0.91, 0.17, 0.05], [1.11, -0.84, 0.42], [-0.92, 0.46, 0.16], [0.17, -0.47, -1.06], [-0.69, -0.80, 0.34], [0.32, 0.00, 0.20], [0.27, -0.03, 0.28], [0.39, 0.15, 0.52], [0.11, 0.65, -0.68], [-0.45, -0.32, 0.19], [-0.20, -0.66, -0.63], [0.19, -0.07, -0.32], [-0.20, -0.66, -0.48], [0.30, -0.08, -0.33], [0.21, 0.51, 0.26], [-0.63, -1.10, 1.55], [-0.02, -1.47, -0.28], [0.40, -0.72, -0.58], [-0.19, 0.20, -0.23], [-0.03, -0.29, 0.00], [-0.29, 0.34, 0.16], [0.12, 0.16, -0.14], [0.64, -0.23, 0.63], [0.43, -0.29, 0.14], [0.35, 0.58, -1.10], [-0.07, 0.04, -0.66], [-0.59, 0.30, -0.07], [-0.52, -0.15, -0.19], [-0.58, 0.82, -0.05], [-0.40, 0.22, -0.11], [0.23, 0.42, 0.24], [0.40, -0.38, 0.05], [-0.66, 0.36, 0.04], [-0.53, -0.33, 0.00], [-2.43, 0.76, -0.53], [-1.97, 1.00, -0.44], [2.65, -0.65, 1.14], [0.51, -0.77, -1.31], [-0.32, 0.21, -0.11], [-0.61, 1.62, 0.72], [0.23, 0.38, -0.54], [-0.15, -0.27, 0.39], [1.32, -0.58, 0.25], [0.44, 0.20, 0.13], [1.44, -1.65, 0.13], [-0.99, 2.63, 0.01], [1.19, -0.76, -0.14], [-0.07, 1.02, 0.77], [0.24, 0.08, -0.40], [1.83, 1.28, 1.23], [-0.72, -0.71, -0.90], [0.14, -0.92, 0.10], [1.19, 0.67, -1.56], [0.00, -0.32, -0.46], [-0.77, 0.13, -0.59], [-1.37, -1.03, 1.45], [0.80, -0.91, -0.07], [-0.02, -0.45, -0.12], [-0.19, -1.07, 0.15], [-0.40, -0.17, -0.29], [-0.09, -0.24, 0.16], [-0.21, -0.02, 0.22], [-0.30, 0.51, -0.01], [0.81, 0.98, 0.84], [-0.24, 0.28, 1.00], [1.09, -0.79, -1.21], [0.32, 0.35, 1.04], [-0.18, 0.09, -0.24], [-0.98, -1.08, -0.90], [-0.34, 0.37, 0.80], [-0.37, 0.01, -0.47], [0.07, -0.38, -0.26]]
}